1:
{"formula": "C25H38P2W", "method": "the ωB97M-V functional and the def2-TZVPD basis", "charge": 2, "homo_lumo_gap_ev": [6.56, 7.31], "lumo_energy_ha": [-0.21161, -0.21195], "multiplicity": 3, "symbols": ["P", "P", "C", "C", "H", "H", "H", "H", "C", "H", "H", "H", "C", "H", "H", "H", "C", "H", "H", "H", "C", "H", "H", "H", "W", "C", "C", "C", "C", "C", "C", "C", "C", "C", "H", "H", "H", "H", "H", "H", "H", "H", "H", "H", "H", "H", "H", "H", "H", "C", "C", "C", "C", "C", "C", "C", "C", "C", "C", "H", "H", "H", "H", "H", "H", "H"], "positions_angstrom": [[-0.0108, -2.2192, -2.3853], [-2.9701, -1.2582, 0.2776], [-1.6537, -2.8724, -1.8185], [-2.7517, -1.8698, -1.4802], [-1.5410, -3.6459, -1.0447], [-1.9967, -3.4464, -2.6890], [-2.7265, -1.0016, -2.1584], [-3.7015, -2.3941, -1.6612], [-3.6950, -2.7892, 1.0101], [-3.8486, -2.5997, 2.0828], [-2.9655, -3.6022, 0.9085], [-4.6497, -3.0590, 0.5556], [-4.3514, -0.1081, 0.0835], [-5.2910, -0.6819, 0.0927], [-4.2818, 0.4303, -0.8699], [-4.3882, 0.6086, 0.9080], [0.7090, -3.7515, -3.0125], [1.6603, -3.5330, -3.5190], [0.0241, -4.2089, -3.7401], [0.8778, -4.4671, -2.2002], [-0.5503, -1.2809, -3.8323], [-1.2139, -0.4530, -3.5592], [-1.1076, -1.9561, -4.4991], [0.3147, -0.8832, -4.3708], [1.0119, 2.1648, -0.4352], [-1.9440, -1.1437, 1.7224], [-0.8045, -1.8669, 1.9081], [0.0833, -2.5130, 0.8757], [1.1369, -1.6095, 0.2658], [1.1879, -1.4054, -1.2620], [0.7441, 0.0904, -1.5099], [-0.6437, 0.3433, -0.9816], [-0.7583, 1.3094, 0.2215], [2.4163, 2.4190, -1.9143], [-2.1678, -0.2480, 2.3397], [-0.5701, -2.2181, 2.9303], [-0.5720, -2.9107, 0.0960], [0.5214, -3.4412, 1.3094], [1.0055, -0.6258, 0.7401], [2.1229, -1.9879, 0.5710], [2.2081, -1.6120, -1.6423], [0.8452, 0.3575, -2.5756], [-1.0495, -0.6676, -0.6533], [-1.3549, 0.6322, -1.7687], [-0.3157, 0.9044, 1.1474], [-1.8235, 1.5073, 0.4875], [2.6182, 3.4864, -2.0803], [2.3980, 1.9185, -2.8813], [3.2915, 2.0099, -1.3696], [2.2145, 5.7150, 2.5144], [1.5507, 5.3711, 1.3211], [1.4648, 4.0330, 0.9197], [2.0910, 3.0480, 1.6996], [2.0530, 1.6852, 1.2525], [2.5803, 0.6858, 2.0625], [3.0386, 1.0079, 3.3589], [3.1158, 2.3154, 3.7939], [2.6880, 3.3768, 2.9518], [2.7680, 4.7397, 3.3252], [2.2848, 6.7586, 2.7896], [1.0922, 6.1376, 0.6955], [0.7978, 3.8767, -0.0772], [2.6473, -0.3392, 1.7079], [3.3452, 0.1967, 4.0259], [3.5200, 2.5418, 4.7869], [3.2698, 4.9991, 4.2526]]}


2:
{"formula": "C25H38P2W", "method": "the ωB97M-V functional and the def2-TZVPD basis", "charge": 2, "homo_lumo_gap_ev": [4.78, 4.02], "lumo_energy_ha": [-0.26040, -0.26460], "multiplicity": 3, "symbols": ["P", "P", "C", "C", "H", "H", "H", "H", "C", "H", "H", "H", "C", "H", "H", "H", "C", "H", "H", "H", "C", "H", "H", "H", "W", "C", "C", "C", "C", "C", "C", "C", "C", "C", "H", "H", "H", "H", "H", "H", "H", "H", "H", "H", "H", "H", "H", "H", "H", "C", "C", "C", "C", "C", "C", "C", "C", "C", "C", "H", "H", "H", "H", "H", "H", "H"], "positions_angstrom": [[-0.0064, -2.0635, -4.9575], [0.3523, 2.2292, -4.4940], [-0.0702, -0.5043, -5.9622], [0.8998, 0.6493, -5.6483], [-1.1271, -0.1898, -6.0074], [0.1724, -0.8647, -6.9755], [1.8273, 0.2931, -5.1761], [1.1877, 1.1314, -6.5939], [-0.3509, 3.0454, -6.0319], [-0.5111, 4.1163, -5.8393], [-1.3251, 2.5834, -6.2424], [0.2875, 2.9325, -6.9121], [1.8729, 3.2308, -4.3399], [2.0137, 3.8075, -5.2699], [2.7450, 2.5757, -4.1931], [1.7812, 3.9264, -3.4920], [-1.0226, -3.2767, -5.8138], [-1.0505, -4.2242, -5.2602], [-0.5847, -3.4642, -6.8059], [-2.0532, -2.9209, -5.9368], [1.6926, -2.6134, -5.0416], [2.4131, -1.8142, -4.8499], [1.8637, -2.9737, -6.0661], [1.8953, -3.4435, -4.3580], [1.7876, 0.2421, -0.6654], [-1.0963, 3.1242, -3.6975], [-2.0962, 2.4030, -3.1387], [-2.6823, 1.1720, -3.7592], [-2.7769, -0.0611, -2.7977], [-2.2698, -1.2918, -3.3716], [-0.9036, -1.7156, -3.3663], [0.0981, -0.4602, -3.1097], [0.1669, 0.3858, -1.8935], [1.8637, -1.6649, -0.0183], [-0.9580, 4.1938, -3.4683], [-2.6430, 2.7451, -2.2456], [-2.1711, 0.9184, -4.7035], [-3.7204, 1.4097, -4.0619], [-2.3397, 0.2031, -1.8272], [-3.8503, -0.2034, -2.5983], [-3.0334, -2.0261, -3.6551], [-0.6711, -2.5069, -2.6172], [-0.3458, 0.2821, -3.8047], [1.1312, -0.6958, -3.4216], [-0.8261, 0.6923, -1.5678], [0.5418, 1.3790, -2.2289], [2.7126, -1.6883, 0.6855], [2.0699, -2.4273, -0.7814], [0.9846, -1.9940, 0.5450], [2.2571, 2.1140, 3.9221], [2.9481, 1.8202, 2.7268], [2.2957, 1.8869, 1.4817], [0.8777, 1.8565, 1.5581], [0.2817, 1.0138, 0.5884], [-1.0899, 0.7426, 0.6561], [-1.8731, 1.3357, 1.6719], [-1.2651, 2.0161, 2.7034], [0.1487, 2.1600, 2.7417], [0.8912, 2.3700, 3.9299], [2.7978, 2.1184, 4.8675], [3.9972, 1.5169, 2.7797], [2.8159, 2.1846, 0.5394], [-1.5565, 0.0450, -0.0413], [-2.9563, 1.2021, 1.6376], [-1.8432, 2.4092, 3.5409], [0.3575, 2.6573, 4.8403]]}


Stability ranking, top entry: 1; the second entry is 96.9 kcal/mol less favorable.


1:
{"formula": "C4H11NS2", "method": "the ωB97M-V functional and the def2-TZVPD basis", "charge": 0, "homo_lumo_gap_ev": 9.05, "smiles": "CCNCCSS", "lumo_energy_ha": 0.02333, "multiplicity": 1, "symbols": ["C", "C", "N", "C", "C", "S", "S", "H", "H", "H", "H", "H", "H", "H", "H", "H", "H", "H"], "positions_angstrom": [[-1.8891, 1.3496, 2.4103], [-2.1315, 0.1781, 1.4788], [-0.8847, -0.4047, 1.0154], [-1.0109, -1.5222, 0.1008], [-0.2007, -1.2287, -1.1705], [1.5297, -0.7580, -0.7748], [1.6676, 1.1864, -1.4563], [-0.9288, 1.8206, 2.1952], [-2.6691, 2.0876, 2.3654], [-1.7789, 1.0422, 3.4550], [-2.7578, -0.5868, 1.9657], [-2.7550, 0.4976, 0.6382], [-0.2240, -0.5129, 1.7691], [-2.0564, -1.5130, -0.2202], [-0.8234, -2.4936, 0.5301], [-0.6612, -0.3575, -1.6246], [-0.1119, -2.0184, -1.9069], [2.0029, 1.6638, -0.2490]]}


2:
{"formula": "C4H11NS2", "method": "the ωB97M-V functional and the def2-TZVPD basis", "charge": 0, "homo_lumo_gap_ev": 9.13, "smiles": "CSSC[C@H](C)N", "lumo_energy_ha": 0.02973, "multiplicity": 1, "symbols": ["C", "S", "S", "C", "C", "C", "N", "H", "H", "H", "H", "H", "H", "H", "H", "H", "H", "H"], "positions_angstrom": [[-2.4428, 1.1271, 1.8990], [-0.9650, 2.3226, 2.0280], [-0.0220, 1.9272, 0.2150], [0.3598, 0.0819, 0.3895], [0.5085, -0.4441, -1.0106], [1.1458, -1.8622, -0.9488], [1.2105, 0.4117, -1.9745], [-2.3349, 0.5582, 1.0028], [-3.3567, 1.6975, 1.8471], [-2.3140, 0.6308, 2.8749], [-0.4121, -0.3323, 1.0509], [1.3154, 0.0635, 0.9381], [-0.4493, -0.7598, -1.4135], [2.2307, -1.6588, -0.8062], [0.8188, -2.3673, -0.0487], [1.1446, -2.4502, -1.8555], [1.7376, 1.2204, -1.6568], [1.8250, -0.1661, -2.5307]]}


Stability ranking, top entry: 1; the second entry is 4.6 kcal/mol less favorable.


1:
{"formula": "C2H2ClNO2", "method": "the ωB97M-V functional and the def2-TZVPD basis", "charge": 0, "homo_lumo_gap_ev": [7.94, 7.53], "lumo_energy_ha": [-0.03095, -0.04291], "multiplicity": 1, "symbols": ["C", "C", "N", "O", "O", "Cl", "H", "H"], "positions_angstrom": [[0.8428, -0.3414, 0.1290], [0.0905, 0.8160, 0.1654], [-1.7576, -0.4385, -0.4307], [0.5679, -1.3850, 0.7353], [-1.4049, -1.4236, -0.0385], [0.4723, 2.1077, -0.8340], [1.8433, -0.3801, -0.5684], [-0.6544, 1.0449, 0.8419]]}


2:
{"formula": "C2H2ClNO2", "method": "the ωB97M-V functional and the def2-TZVPD basis", "charge": 0, "homo_lumo_gap_ev": 10.83, "lumo_energy_ha": 0.02329, "multiplicity": 1, "symbols": ["C", "C", "N", "O", "O", "Cl", "H", "H"], "positions_angstrom": [[-1.5865, 1.6743, 0.4271], [0.2428, -1.1612, -0.0804], [0.3424, -0.3138, 0.8320], [-1.4701, 1.8138, -0.7170], [1.1129, 0.7486, 0.6966], [-0.8653, -2.4683, 0.0487], [1.5029, 0.7036, -0.1871], [0.7208, -0.9970, -1.0198]]}


3:
{"formula": "C2H2ClNO2", "method": "the ωB97M-V functional and the def2-TZVPD basis", "charge": 0, "homo_lumo_gap_ev": [8.36, 8.36], "lumo_energy_ha": [-0.09058, -0.09052], "multiplicity": 1, "symbols": ["C", "C", "N", "O", "O", "Cl", "H", "H"], "positions_angstrom": [[-0.7212, 1.1512, -0.0861], [0.1432, 0.1339, -0.1503], [0.2279, -1.1304, 0.4865], [1.1090, -1.9011, 0.2152], [-0.7136, -1.2468, 1.3862], [1.9614, -0.1563, -1.8647], [-0.5595, 1.9860, -0.7006], [-1.4473, 1.1635, 0.7137]]}


Stability ranking, top entry: 2; the second entry is 44.8 kcal/mol less favorable.


1:
{"formula": "C5H3NO", "method": "the ωB97M-V functional and the def2-TZVPD basis", "charge": 0, "homo_lumo_gap_ev": 8.56, "smiles": "C#CC=C=CN=O", "lumo_energy_ha": -0.02279, "multiplicity": 1, "symbols": ["C", "C", "C", "C", "C", "N", "O", "H", "H", "H"], "positions_angstrom": [[-1.6370, -1.8209, 0.4975], [-0.7375, -1.3789, -0.1714], [0.2682, -0.6829, -0.9126], [0.2176, 0.6293, -0.8365], [0.3958, 1.7385, -0.1711], [1.2075, 1.6228, 1.0631], [1.7331, 0.5588, 1.2352], [-2.4377, -2.1947, 1.0954], [1.0316, -1.2088, -1.4806], [-0.0201, 2.7224, -0.3391]]}


2:
{"formula": "C5H3NO", "method": "the ωB97M-V functional and the def2-TZVPD basis", "charge": 0, "homo_lumo_gap_ev": 10.71, "smiles": "C#Cc1ccon1", "lumo_energy_ha": 0.03208, "multiplicity": 1, "symbols": ["C", "C", "C", "C", "C", "O", "N", "H", "H", "H"], "positions_angstrom": [[2.7723, -0.2782, -0.1674], [1.5643, -0.2567, 0.1622], [0.1144, -0.2102, 0.1786], [-0.6815, 0.8888, -0.0244], [-1.8806, 0.2010, -0.0954], [-1.7292, -1.0698, -0.0943], [-0.4284, -1.3659, 0.0646], [3.7819, -0.4004, -0.2004], [-0.5866, 1.9298, 0.0542], [-2.9266, 0.5617, 0.1222]]}


Stability ranking, top entry: 2; the second entry is 46.2 kcal/mol less favorable.


1:
{"formula": "C5H3NO", "method": "the ωB97M-V functional and the def2-TZVPD basis", "charge": 0, "homo_lumo_gap_ev": 8.41, "lumo_energy_ha": 0.00590, "multiplicity": 1, "symbols": ["C", "C", "C", "C", "C", "N", "O", "H", "H", "H"], "positions_angstrom": [[2.2311, -0.6776, -0.2173], [2.0457, 0.6180, 0.0138], [0.9592, -1.2518, 0.0074], [-1.1685, 0.0618, 0.1429], [-2.4564, 0.4263, -0.0329], [-0.1147, -0.6129, 0.1762], [1.4278, 1.5740, 0.2645], [3.1943, -1.1670, -0.4993], [-3.0262, 1.4307, -0.1277], [-3.0922, -0.4015, 0.2726]]}


2:
{"formula": "C5H3NO", "method": "the ωB97M-V functional and the def2-TZVPD basis", "charge": 0, "homo_lumo_gap_ev": 10.30, "smiles": "N#Cc1ccoc1", "lumo_energy_ha": 0.02691, "multiplicity": 1, "symbols": ["N", "C", "C", "C", "C", "O", "C", "H", "H", "H"], "positions_angstrom": [[3.1433, -0.7222, -0.0441], [2.0239, -0.4396, -0.0688], [0.6608, -0.0711, -0.0989], [-0.4976, -0.8704, -0.1996], [-1.5885, -0.1066, -0.1211], [-1.2017, 1.1708, 0.0058], [0.1142, 1.1339, 0.1907], [-0.4781, -1.9209, -0.2331], [-2.6491, -0.2128, -0.0403], [0.4728, 2.0389, 0.6094]]}


3:
{"formula": "C5H3NO", "method": "the ωB97M-V functional and the def2-TZVPD basis", "charge": 0, "homo_lumo_gap_ev": 10.22, "smiles": "C#CCC(=O)C#N", "lumo_energy_ha": -0.01677, "multiplicity": 1, "symbols": ["C", "C", "C", "C", "O", "C", "N", "H", "H", "H"], "positions_angstrom": [[-0.7280, 1.8017, 1.3118], [-0.9296, 1.2083, 0.2833], [-0.5201, 0.2148, -0.7067], [0.5243, -0.6486, 0.0235], [0.9936, -0.3817, 1.0977], [1.0040, -1.8965, -0.5990], [1.4600, -2.9006, -0.9442], [-0.4714, 2.2898, 2.2264], [-1.3109, -0.4063, -1.1464], [-0.0218, 0.7190, -1.5463]]}


4:
{"formula": "C5H3NO", "method": "the ωB97M-V functional and the def2-TZVPD basis", "charge": 0, "homo_lumo_gap_ev": 10.47, "smiles": "N#Cc1ccoc1", "lumo_energy_ha": 0.01891, "multiplicity": 1, "symbols": ["N", "C", "C", "C", "C", "O", "C", "H", "H", "H"], "positions_angstrom": [[-2.1661, 1.9989, -1.4541], [-1.4216, 1.2926, -0.9177], [-0.4985, 0.4121, -0.2566], [0.6917, 0.8029, 0.5261], [1.1638, -0.4318, 0.8996], [0.4369, -1.4864, 0.4622], [-0.6051, -0.9387, -0.2124], [1.7418, 0.5908, 0.0242], [2.0145, -0.6659, 1.5323], [-1.3307, -1.6400, -0.6007]]}


Stability ranking, top entry: 2; the second entry is 40.6 kcal/mol less favorable.


1:
{"formula": "C5H3NO", "method": "the ωB97M-V functional and the def2-TZVPD basis", "charge": 0, "homo_lumo_gap_ev": 9.54, "lumo_energy_ha": -0.00720, "multiplicity": 1, "symbols": ["N", "C", "C", "C", "O", "C", "C", "H", "H", "H"], "positions_angstrom": [[-1.9718, 0.3409, -2.4766], [-1.2248, 0.2599, -1.5931], [-0.3294, 0.0998, -0.4773], [0.3704, -1.0603, -0.1831], [0.9338, -0.9350, 1.0111], [0.6212, 0.3137, 1.5095], [-0.2360, 1.0633, 0.7390], [0.5065, -2.0015, -0.7047], [1.0300, 0.4998, 2.4966], [0.3720, 1.2529, -0.3838]]}


2:
{"formula": "C5H3NO", "method": "the ωB97M-V functional and the def2-TZVPD basis", "charge": 0, "homo_lumo_gap_ev": 8.63, "lumo_energy_ha": -0.01738, "multiplicity": 1, "symbols": ["N", "C", "C", "C", "O", "C", "C", "H", "H", "H"], "positions_angstrom": [[-2.5245, 1.3166, 1.0924], [-1.7070, 0.6126, 0.6755], [-0.7394, -0.2359, -0.6400], [-0.4036, -0.6523, 0.6846], [0.9432, -0.3503, 0.9303], [1.4772, -0.0701, -0.2531], [0.5031, 0.1601, -1.2016], [-0.7561, -1.6065, 1.0858], [2.5569, 0.0714, -0.2731], [0.6501, 0.7545, -2.1008]]}


Stability ranking, top entry: 1; the second entry is 14.4 kcal/mol less favorable.